This record from the OMol25 dataset describes a structure of composition C36H42As2Cl2GeN3O9Pd at a distorted geometry. The level of theory is wB97M-V/def2-TZVPD.

The HOMO-LUMO gap (spin up / spin down) is 4.8 / 5.2 eV. Its net charge is +2. The value obtained for the molar mass is 1060.52 g mol⁻¹. As for the expectation value of S²: 0.8636. The calculation puts the energy above the lowest of the compared OMol25 structures with the same formula, charge and spin at 2.0094 eV. As for the spin multiplicity: 2.

Geometry (Å):
Pd 0.443 -1.103 -0.409
C 4.763 0.830 1.667
O 4.731 1.130 3.053
C 3.860 0.613 3.877
O 3.838 0.887 5.051
C 2.757 -0.312 3.408
C 2.641 -1.508 3.962
As 1.025 -2.680 3.774
C 1.602 -4.542 3.947
C 1.133 -2.116 1.927
C 0.398 -0.922 1.643
As 1.386 0.692 2.347
C 0.300 1.020 3.967
C -0.981 -1.007 2.164
O -1.410 -1.961 2.785
O -1.701 0.079 1.904
C -3.024 0.085 2.433
C 2.362 -2.287 1.212
O 2.707 -1.522 0.288
O 3.079 -3.324 1.602
C 4.313 -3.605 0.946
C 3.773 -2.195 4.677
O 4.646 -2.655 3.988
O 3.725 -2.321 5.977
C 2.759 -1.612 6.745
H 5.815 0.793 1.379
H 4.272 1.640 1.116
H 4.283 -0.125 1.435
H 1.682 -4.789 5.008
H 2.543 -4.746 3.444
H 0.801 -5.145 3.517
H 0.019 0.068 4.431
H -0.591 1.601 3.736
H 0.895 1.590 4.684
H -3.559 0.885 1.927
H -2.986 0.270 3.509
H -3.494 -0.885 2.264
H 5.116 -3.460 1.669
H 4.444 -2.947 0.086
H 4.286 -4.647 0.627
H 2.827 -2.021 7.750
H 1.744 -1.768 6.357
H 3.000 -0.544 6.760
C 2.254 1.283 -1.220
Ge 0.258 1.078 -1.566
C -0.622 2.684 -0.736
C -0.828 2.782 0.631
C -1.446 3.892 1.183
C -1.836 4.939 0.363
C -1.609 4.866 -1.001
C -1.028 3.734 -1.553
C 0.067 1.429 -3.580
C 0.967 2.382 -4.015
C 0.946 2.892 -5.316
C -0.038 2.512 -6.188
C -1.010 1.574 -5.787
C -2.066 1.208 -6.647
C -2.998 0.278 -6.263
C -2.860 -0.374 -5.032
C -1.838 -0.042 -4.180
C -0.922 0.981 -4.491
H 2.705 2.005 -1.890
H 2.791 0.339 -1.324
H 2.371 1.642 -0.197
H -0.517 1.960 1.268
H -1.617 3.949 2.249
H -2.307 5.811 0.788
H -1.875 5.692 -1.641
H -0.850 3.681 -2.620
H 1.706 2.782 -3.341
H 1.702 3.601 -5.615
H -0.079 2.917 -7.188
H -2.137 1.676 -7.619
H -3.819 0.030 -6.917
H -3.554 -1.155 -4.764
H -1.697 -0.576 -3.253
Cl 0.732 -1.773 -2.704
C 0.947 -3.516 -2.466
Cl 0.727 -3.809 -0.736
H 1.959 -3.786 -2.766
H 0.187 -4.059 -3.029
C -5.871 0.045 -2.057
N -4.537 -0.193 -1.571
C -4.065 -1.471 -1.099
C -2.594 -1.151 -0.828
O -1.758 -1.964 -0.446
N -2.372 0.139 -1.110
C -3.522 0.675 -1.561
N -3.610 1.931 -1.963
H -6.503 -0.782 -1.746
H -5.895 0.122 -3.147
H -6.271 0.965 -1.634
H -4.171 -2.263 -1.849
H -4.575 -1.797 -0.188
H -2.777 2.506 -1.921
H -4.463 2.296 -2.351

Atomic forces in eV per Å
Pd -0.79 0.23 0.33
C 0.03 -0.12 -0.53
O 0.52 0.46 0.00
C -0.93 -0.49 0.86
O 0.47 0.28 -0.05
C -0.23 0.57 -0.52
C -0.11 -0.92 -0.23
As -0.67 -0.10 1.50
C 0.52 0.11 -0.37
C -0.85 0.93 0.51
C 0.44 -1.23 0.29
As 0.82 0.29 0.57
C -0.33 -0.17 -0.09
C -1.66 -0.96 1.18
O -0.03 0.88 -0.86
O 0.51 0.08 -0.28
C -0.42 -0.12 0.23
C 2.55 -0.43 -1.15
O -0.71 -0.35 0.37
O -1.04 0.83 -0.18
C 0.78 -0.07 -0.42
C 0.02 0.50 -0.75
O 0.24 -0.22 0.27
O 0.47 -0.51 0.21
C -0.46 0.46 0.39
H -0.16 -0.03 0.06
H 0.08 -0.15 0.10
H 0.11 0.13 0.08
H -0.07 0.22 -0.07
H -0.03 -0.09 0.07
H 0.02 0.06 0.00
H 0.02 0.16 -0.04
H 0.02 -0.02 -0.08
H 0.25 -0.07 -0.18
H 0.08 0.00 0.01
H -0.05 -0.02 -0.10
H -0.04 0.10 0.01
H -0.15 0.03 -0.04
H 0.02 -0.12 0.13
H -0.07 0.08 0.08
H -0.03 0.01 -0.11
H 0.20 0.03 0.12
H -0.07 -0.24 -0.05
C -0.39 -0.93 0.71
Ge 0.23 3.06 -1.14
C 0.25 -0.94 -0.15
C 0.08 -0.34 0.24
C 0.05 -0.04 0.05
C -0.03 0.06 -0.01
C -0.05 0.05 -0.02
C 0.34 -0.05 -0.20
C 0.26 -0.34 0.64
C -0.01 -0.43 0.68
C -0.30 0.13 -0.55
C 0.30 0.11 0.27
C 0.04 -0.09 0.32
C -0.37 -0.30 0.05
C 0.21 0.37 -0.35
C 0.28 -0.06 0.43
C -0.33 -0.25 -0.14
C -0.15 -0.04 -0.20
H -0.31 0.12 -0.29
H 0.03 0.08 0.00
H -0.06 -0.07 -0.08
H -0.25 0.33 -0.09
H 0.02 0.00 0.04
H -0.04 0.10 0.04
H -0.09 0.11 -0.08
H -0.06 0.10 -0.08
H 0.15 0.04 0.02
H 0.04 0.10 -0.02
H 0.00 0.06 -0.09
H 0.02 0.06 -0.06
H -0.05 -0.06 -0.10
H -0.09 -0.14 0.03
H -0.12 -0.01 -0.02
Cl 0.17 0.16 -1.39
C 0.09 -0.49 0.31
Cl 0.01 -1.26 -0.24
H -0.20 0.08 0.06
H 0.13 0.20 0.10
C -0.28 0.18 -0.22
N 0.20 0.17 0.06
C 0.30 -0.31 0.22
C -1.06 0.72 -0.46
O 1.30 0.02 0.22
N 1.16 -0.17 0.23
C -0.44 -0.11 -0.20
N 0.01 -0.29 0.12
H -0.07 0.05 -0.02
H 0.01 -0.07 0.01
H -0.10 0.01 0.08
H 0.08 0.08 0.04
H 0.04 0.03 -0.03
H -0.17 0.07 0.02
H 0.01 0.08 -0.03

Atomic partial charges in e from the Löwdin method, atoms 1 to 2: Pd 0.60; C -0.04

This record from the OMol25 dataset describes the molecule C5H12O at a distorted geometry. The level of theory is wB97M-V/def2-TZVPD.

The HOMO-LUMO gap is 10.9 eV. The value obtained for the molar mass is 88.15 g mol⁻¹. The calculation puts the energy above the lowest of the compared OMol25 structures with the same formula, charge and spin at 1.5974 eV.

Geometry (Å):
C -1.283 0.811 -0.912
C -0.495 -0.163 -0.023
C -1.428 -1.187 0.662
C 0.551 0.553 0.873
C 1.996 0.463 0.037
O 2.539 -0.825 -0.208
H -0.644 1.649 -1.210
H -2.215 1.243 -0.514
H -1.553 0.238 -1.797
H 0.188 -0.860 -0.889
H -2.399 -0.826 1.043
H -0.934 -1.701 1.494
H -1.660 -1.920 -0.109
H 0.378 1.638 0.973
H 0.548 0.163 1.915
H 2.744 1.123 0.504
H 1.758 0.862 -0.956
H 1.908 -1.260 -0.883

Atomic forces in eV per Å
C 0.17 -0.14 -0.30
C 1.16 -1.02 -1.36
C 0.25 -0.15 -0.21
C 1.54 -0.52 -1.06
C -1.67 0.43 0.69
O -1.52 -0.77 -0.86
H -0.08 -0.15 -0.14
H 0.43 -0.33 0.36
H -0.24 0.29 -0.28
H -1.97 1.82 2.50
H 0.53 0.39 -0.20
H 0.03 0.02 -0.22
H -0.22 -0.25 0.19
H -0.20 -0.34 -0.21
H 0.46 -0.08 -0.79
H -0.15 -0.61 -0.05
H -0.10 0.49 0.25
H 1.59 0.89 1.69

Atomic partial charges in e from the Löwdin method, atoms 1 to 2: C -0.10; C -0.43

This record from the OMol25 dataset describes a cluster of 10 separate species, C6H29NO10 in total at a distorted geometry. The level of theory is wB97M-V/def2-TZVPD.

The HOMO-LUMO gap is 9.0 eV. The value obtained for the molar mass is 275.30 g mol⁻¹. The calculation puts the energy above the lowest of the compared OMol25 structures with the same formula, charge and spin at 4.0032 eV.

Geometry (Å):
O -1.239 2.912 -1.975
C -0.514 2.202 -2.629
C -0.227 0.765 -2.207
C 0.578 0.471 -0.922
C 2.076 0.322 -1.190
C 2.992 1.342 -1.341
C 2.047 -1.826 -0.189
N 2.275 -1.047 -1.412
H -0.018 2.690 -3.473
H -1.262 0.405 -2.122
H 0.237 0.144 -2.981
H 0.117 -0.409 -0.511
H 0.261 1.082 -0.137
H 4.043 1.178 -1.499
H 2.720 2.396 -1.285
H 2.940 -2.318 0.301
H 1.313 -1.436 0.508
H 1.552 -2.810 -0.418
H 3.186 -1.272 -1.798
H 0.456 2.523 3.018
H 1.503 3.268 2.332
O 1.245 2.318 2.379
H 1.037 -1.880 -2.638
H 0.067 -3.037 -3.147
O 0.201 -2.101 -3.094
H -0.953 -3.906 1.845
H -1.091 -2.956 0.608
O -0.542 -3.157 1.348
H -1.956 1.857 3.278
H -1.216 0.546 3.726
O -1.231 1.491 3.838
H 0.268 -0.839 3.141
H -0.681 -1.997 2.945
O -0.720 -1.053 3.045
H -1.855 -0.520 0.710
H -2.760 0.515 0.114
O -2.280 -0.260 -0.155
H -2.411 3.059 0.781
H -2.364 2.300 -0.479
O -2.833 2.353 0.228
H -2.778 -2.085 -1.055
H -1.578 -2.907 -1.647
O -2.136 -2.928 -0.844
H 2.763 -0.530 2.594
H 1.765 0.602 2.059
O 1.919 -0.324 2.228

Atomic forces in eV per Å
O -0.49 0.06 0.20
C 1.25 -0.13 0.97
C -0.41 -0.11 -0.94
C -0.41 0.43 -1.02
C 0.04 2.13 -0.19
C -1.76 -1.47 0.38
C -0.43 -3.91 -0.06
N 1.22 -0.45 0.51
H 0.20 -0.36 -0.57
H 0.39 -0.34 0.37
H -0.21 0.60 -0.26
H 0.36 -0.94 -0.49
H 0.17 2.05 1.15
H 0.19 -0.40 -0.21
H -0.29 -0.39 0.14
H -0.37 1.67 -0.21
H 0.84 0.45 -0.03
H 0.01 0.71 -0.57
H 0.06 0.22 0.08
H 1.41 -1.80 -1.33
H 0.58 -1.07 -0.61
O -2.11 2.81 1.91
H -0.12 -0.25 0.19
H 0.41 -0.75 -0.03
O -0.39 0.70 -0.16
H 0.36 0.86 -1.03
H -1.26 0.08 -1.31
O 0.90 -1.48 2.36
H 0.82 -0.82 0.70
H -0.19 -1.04 -0.38
O -0.69 2.13 -0.34
H -1.64 -0.11 -0.56
H -0.30 -0.73 -0.51
O 1.97 1.26 0.79
H -0.47 0.07 -1.23
H -0.55 0.91 0.17
O 0.77 -1.29 1.42
H -0.66 -1.06 -0.92
H 5.05 -0.15 -7.54
O -4.49 1.63 8.49
H 2.43 -2.79 1.23
H -0.14 0.01 0.56
O -2.11 2.81 -1.78
H 0.88 0.45 0.28
H 0.50 0.91 0.28
O -1.30 -1.12 0.09

Atomic partial charges in e from the Löwdin method, atoms 1 to 2: O 0.04; C -0.21

This record from the OMol25 dataset describes a structure of composition C26H33N7O4SZn at a distorted geometry. The level of theory is wB97M-V/def2-TZVPD.

The HOMO-LUMO gap is 3.8 eV. The value obtained for the molar mass is 605.05 g mol⁻¹.

Geometry (Å):
Zn -16.247 -4.460 3.770
S -16.836 -3.893 1.308
O -16.259 -4.758 0.307
O -17.740 -2.854 0.823
O -17.537 -4.791 2.332
O -15.888 -3.285 2.313
C -19.148 -1.285 3.752
C -18.217 -2.272 4.258
N -17.485 -3.030 4.710
H -19.328 -0.451 4.427
H -20.063 -1.779 3.422
H -18.645 -0.827 2.893
N -16.733 -0.301 1.027
C -17.424 0.866 0.862
C -16.517 1.902 0.957
C -15.271 1.346 1.312
C -15.439 -0.020 1.371
H -17.218 -1.203 1.034
H -18.449 0.944 0.537
H -16.749 2.926 0.712
H -14.352 1.902 1.394
H -14.704 -0.804 1.441
N -12.951 -3.221 1.816
C -11.842 -2.422 1.796
C -10.846 -3.096 1.133
C -11.362 -4.364 0.755
C -12.691 -4.353 1.083
H -13.864 -3.031 2.184
H -11.802 -1.416 2.178
H -9.828 -2.800 0.939
H -10.916 -5.105 0.112
H -13.432 -5.063 0.748
N -18.721 -1.918 -1.819
C -19.840 -1.136 -1.909
C -20.170 -1.081 -3.255
C -19.279 -1.917 -3.954
C -18.369 -2.400 -3.044
H -18.153 -1.992 -0.991
H -20.164 -0.542 -1.071
H -20.943 -0.460 -3.679
H -19.201 -2.049 -5.020
H -17.500 -3.025 -3.174
N -18.394 -6.387 -0.709
C -18.282 -7.744 -0.585
C -18.964 -8.294 -1.652
C -19.549 -7.244 -2.377
C -19.096 -6.061 -1.828
H -17.845 -5.719 -0.178
H -17.714 -8.211 0.201
H -19.084 -9.332 -1.918
H -20.021 -7.437 -3.328
H -19.214 -5.033 -2.133
N -15.268 -4.609 -2.311
C -14.022 -4.132 -2.553
C -13.642 -4.539 -3.817
C -14.742 -5.249 -4.357
C -15.728 -5.307 -3.402
H -15.771 -4.539 -1.433
H -13.497 -3.589 -1.783
H -12.730 -4.347 -4.357
H -14.721 -5.715 -5.329
H -16.685 -5.795 -3.472
N -20.333 -3.919 1.167
C -20.682 -5.087 1.787
C -22.023 -5.016 2.093
C -22.481 -3.727 1.732
C -21.415 -3.088 1.127
H -19.417 -3.637 0.817
H -19.949 -5.873 1.842
H -22.561 -5.787 2.620
H -23.494 -3.371 1.813
H -21.369 -2.074 0.764

Atomic forces in eV per Å
Zn -1.55 0.85 0.09
S -1.06 -1.27 1.17
O 0.33 1.03 0.29
O 0.53 -0.65 -0.06
O -0.86 -0.99 -0.17
O 2.52 1.48 -0.73
C 0.41 0.16 -0.75
C -0.34 0.39 0.67
N 0.65 -0.75 -0.15
H -0.04 -0.34 0.41
H -0.05 0.03 0.04
H -0.15 -0.12 -0.13
N -0.99 -0.15 0.66
C 0.66 0.86 -0.63
C -0.71 -0.08 0.10
C 0.11 -0.10 -0.24
C 0.21 0.05 -0.53
H 0.82 0.41 0.00
H -0.05 -0.40 0.07
H 0.09 0.06 0.26
H 0.09 -0.17 0.16
H -0.05 -0.03 0.22
N -0.18 -0.23 -0.71
C 0.67 0.14 -0.07
C 0.29 -0.52 0.26
C -0.62 0.53 -0.74
C 0.32 -0.67 0.31
H -0.08 0.44 -0.14
H -0.27 -0.10 0.28
H -0.10 0.36 0.15
H 0.19 0.00 0.13
H -0.26 0.10 0.45
N 0.09 -0.05 0.43
C 0.53 0.37 -1.04
C -0.51 0.22 0.74
C 0.64 0.08 -0.16
C -0.11 0.02 -0.06
H -0.11 -0.25 -0.11
H -0.20 -0.12 0.03
H -0.11 -0.16 0.01
H -0.20 -0.13 0.00
H -0.02 0.00 0.00
N 0.56 0.36 0.35
C -0.19 -0.24 -0.60
C -0.13 -0.31 0.77
C 0.80 0.24 -0.85
C -0.66 -0.34 -0.13
H -0.26 -0.51 -0.26
H 0.02 0.11 0.05
H 0.11 -0.07 0.29
H -0.31 0.51 0.09
H -0.12 0.00 0.05
N -0.93 -0.38 -0.12
C 0.62 -0.07 -0.11
C -0.37 0.29 0.17
C 0.24 -0.30 -0.01
C 0.44 0.14 -0.45
H 0.35 0.03 -0.35
H 0.06 0.04 -0.09
H 0.11 0.14 0.26
H -0.31 -0.02 0.01
H -0.09 0.09 0.38
N -0.07 0.55 -0.01
C -0.01 0.04 -0.58
C 0.52 -0.19 0.62
C 0.30 -0.12 -0.51
C -0.57 0.19 0.53
H -0.58 -0.38 0.23
H -0.14 -0.14 0.17
H -0.13 0.00 -0.14
H 0.05 0.16 0.05
H 0.15 -0.12 -0.27

Atomic partial charges in e from the Löwdin method, atoms 1 to 2: Zn 1.04; S 0.39

This record from the OMol25 dataset describes a cluster of 14 separate species, H28O14 in total at a distorted geometry. The level of theory is wB97M-V/def2-TZVPD.

The HOMO-LUMO gap is 10.4 eV. The value obtained for the molar mass is 252.21 g mol⁻¹. The calculation puts the energy above the lowest of the compared OMol25 structures with the same formula, charge and spin at 4.9393 eV.

Geometry (Å):
H -0.417 -0.347 -0.175
H 0.404 0.574 0.629
H 2.109 -3.501 -3.451
H 1.497 -2.466 -4.157
H -1.410 -0.534 -3.643
H -0.110 -0.318 -2.740
H -4.569 -0.737 -0.079
H -4.599 -1.323 -1.416
H 0.859 -1.516 3.863
H 0.339 -0.115 4.266
H 1.539 -4.145 -0.357
H 0.596 -5.145 -0.714
H -3.003 1.688 -1.798
H -2.428 1.109 -0.496
H 1.754 0.766 1.753
H 2.170 -0.531 2.269
H 2.993 3.550 0.434
H 1.996 2.480 -0.293
H 2.636 1.948 -3.495
H 3.712 2.067 -4.457
H -2.851 0.921 2.234
H -3.854 1.938 2.707
H -2.365 -0.908 2.463
H -3.345 -1.102 1.344
H 2.576 -0.065 -0.695
H 1.826 -0.667 -1.890
H 1.498 3.764 2.646
H 1.769 2.568 3.328
O 0.075 0.516 -0.224
O 1.374 -2.982 -3.342
O -0.747 0.104 -3.408
O -5.121 -1.277 -0.655
O 0.307 -0.998 4.457
O 1.315 -4.653 -1.082
O -2.158 1.452 -1.386
O 1.465 0.139 2.366
O 2.268 2.975 0.535
O 3.431 1.473 -3.793
O -2.943 1.665 2.765
O -3.168 -1.363 2.315
O 2.669 -0.291 -1.581
O 1.067 3.245 3.271

Atomic forces in eV per Å
H 0.66 1.23 -0.36
H 0.87 0.28 2.75
H 2.89 -2.66 0.47
H -0.66 0.35 0.29
H -0.19 -0.64 0.07
H -1.82 0.83 -1.60
H -0.44 0.09 0.13
H 1.07 -0.33 -2.13
H -0.17 0.61 0.07
H 0.49 3.31 -1.18
H 1.21 2.00 2.17
H -0.85 -0.84 -0.10
H 0.27 0.01 0.03
H 0.52 0.75 -1.07
H 0.85 2.35 -1.42
H -0.52 0.22 0.32
H 1.37 0.76 -0.97
H 0.93 1.40 1.18
H 0.16 -0.65 0.24
H 0.93 0.85 -1.43
H -0.05 -1.92 -1.28
H -0.40 0.01 -0.01
H 1.68 0.50 0.89
H 0.21 -1.10 2.33
H -0.61 0.49 2.29
H 0.62 0.16 0.45
H 0.56 2.01 -2.04
H -0.77 -0.07 0.51
O -1.66 -1.76 -2.26
O -2.35 2.61 -0.83
O 2.11 -0.29 1.19
O -0.74 0.33 1.87
O -0.63 -4.14 1.48
O -0.32 -1.29 -1.95
O -1.17 -0.47 1.14
O 0.29 -2.05 0.85
O -2.28 -2.35 -0.35
O -1.05 -0.16 1.06
O 0.34 2.15 1.38
O -1.65 0.23 -3.11
O 0.17 -0.79 -2.68
O 0.10 -2.01 1.60

Atomic partial charges in e from the Löwdin method, atoms 1 to 2: H 0.09; H -0.04

This record from the OMol25 dataset describes a structure of composition C4H11NO2 at a distorted geometry. The level of theory is wB97M-V/def2-TZVPD.

The HOMO-LUMO gap is 9.2 eV. The value obtained for the molar mass is 105.14 g mol⁻¹. The calculation puts the energy above the lowest of the compared OMol25 structures with the same formula, charge and spin at 4.6439 eV.

Geometry (Å):
C -0.176 -0.345 -0.069
C 0.781 0.195 0.861
C -0.603 0.464 -1.264
C 2.247 0.071 -0.208
N -1.400 -0.029 1.355
O -0.081 -1.695 -0.270
O -2.673 0.243 0.715
H -0.778 -1.979 -0.874
H -2.947 1.091 1.085
H -1.526 -0.980 1.708
H 0.668 1.251 1.063
H 1.036 -0.453 1.691
H -0.330 1.511 -1.165
H -1.692 0.424 -1.332
H -0.177 0.057 -2.181
H 2.483 -0.983 -0.326
H 3.007 0.582 0.378
H 2.161 0.575 -1.167

Atomic forces in eV per Å
C -3.46 0.61 2.93
C 5.66 -0.27 -3.75
C -0.45 -0.17 0.35
C -1.41 0.60 2.64
N -0.18 -0.22 -2.80
O 0.06 -0.05 0.00
O -0.12 -0.17 0.46
H 0.07 0.07 0.02
H 0.15 -0.11 0.01
H -0.02 -0.10 -0.17
H -0.18 -0.20 0.21
H -0.32 0.17 0.21
H 0.11 0.01 0.04
H -0.02 -0.03 -0.05
H 0.14 0.00 0.05
H 0.00 0.03 -0.03
H 0.35 -0.16 -0.16
H -0.38 -0.01 0.04

Atomic partial charges in e from the Löwdin method, atoms 1 to 2: C -0.52; C -0.13